A structure of composition C32H54N2O2P2Pb, computed with the ωB97M-V functional and the def2-TZVPD basis.

```
93
Properties=species:S:1:pos:R:3:forces:R:3
Pb -0.32009 0.22412 1.13745 0.0 0.1 0.0
C -0.05808 3.21904 -3.11203 0.0 0.0 0.0
C -0.37407 2.25259 -4.24952 -0.1 0.0 -0.1
C -1.61182 2.73013 -5.00952 0.0 0.0 0.0
P -0.73127 0.56139 -3.56258 0.1 0.0 0.1
C -0.71202 -0.54985 -5.07858 0.1 0.0 0.0
C 0.10741 -0.08856 -6.27939 0.0 0.1 0.0
C -2.15032 -0.86083 -5.48986 0.0 0.0 0.0
C 0.89504 0.13801 -2.80226 0.0 0.0 0.0
C 2.10422 0.51412 -3.38187 0.0 0.0 0.0
C 3.33807 0.24581 -2.80020 0.0 0.0 0.1
C 4.61340 0.67555 -3.46919 0.1 0.0 0.0
C 3.34816 -0.43693 -1.58980 0.0 0.0 0.0
C 2.16407 -0.83105 -0.98909 -0.1 0.0 0.0
C 0.92605 -0.54450 -1.57017 0.0 0.0 0.0
N -0.24366 -0.86889 -0.85142 0.2 0.1 0.0
C -1.05958 -1.86479 -1.30024 0.0 0.0 0.1
C -0.71004 -2.71102 -2.36965 0.0 0.0 0.0
C -1.56819 -3.69215 -2.82218 0.0 0.0 0.0
C -2.81453 -3.91489 -2.24292 0.0 0.1 0.0
C -3.74846 -4.97751 -2.74966 0.0 0.0 0.0
C -3.14794 -3.11611 -1.15803 0.0 -0.1 0.0
C -2.30724 -2.11862 -0.67693 0.0 0.0 0.0
P -2.70696 -1.15058 0.78629 0.0 0.1 0.0
C -3.37595 -2.33074 2.04499 0.0 -0.1 0.0
C -2.89178 -1.92509 3.43805 0.0 0.0 0.0
C -4.89019 -2.53671 2.02019 0.0 0.0 0.0
C -4.04075 0.03563 0.31731 -0.1 -0.2 0.1
C -3.58912 0.84593 -0.89343 0.0 0.0 0.0
C -4.36673 0.95289 1.49446 0.0 0.0 0.0
H 0.01626 4.24050 -3.49381 0.0 0.0 0.0
H 0.88138 2.96827 -2.62162 0.0 0.0 0.0
H -0.83703 3.20466 -2.34817 0.0 0.0 0.0
H 0.47407 2.22787 -4.94093 0.0 0.0 0.0
H -2.45606 2.83518 -4.32474 0.0 0.0 0.0
H -1.91243 2.03889 -5.79712 0.0 0.0 0.0
H -1.42866 3.70277 -5.47187 0.0 0.0 0.0
H -0.26191 -1.47370 -4.70555 -0.1 0.0 0.0
H -0.27904 0.84086 -6.70108 0.0 0.0 0.0
H 0.06491 -0.84263 -7.06877 0.0 0.0 0.0
H 1.15781 0.06576 -6.03353 0.0 0.0 0.0
H -2.66373 0.03742 -5.83981 0.0 0.0 0.0
H -2.71944 -1.26286 -4.65140 0.0 0.0 0.0
H -2.16966 -1.58923 -6.30369 0.0 0.0 0.0
H 2.09093 1.07415 -4.31021 0.0 0.0 0.0
H 4.50868 1.65910 -3.92951 0.0 0.0 0.0
H 4.90085 -0.02372 -4.25716 0.0 0.0 0.0
H 5.43585 0.72162 -2.75544 0.0 0.0 0.0
H 4.29224 -0.66747 -1.10950 0.0 0.0 0.0
H 2.17199 -1.38197 -0.05511 0.0 0.0 0.0
H 0.26232 -2.60232 -2.82941 0.0 0.0 0.0
H -1.25246 -4.31508 -3.65262 0.0 0.0 0.0
H -3.28327 -5.55350 -3.54952 0.0 0.0 0.0
H -4.66971 -4.54693 -3.14803 0.0 0.0 0.0
H -4.02930 -5.67621 -1.95956 0.0 0.0 0.0
H -4.09728 -3.28881 -0.66147 0.0 0.0 0.0
H -2.88934 -3.27518 1.78141 0.0 0.1 0.0
H -3.31260 -0.96159 3.73534 0.0 0.0 0.0
H -1.80423 -1.84951 3.46340 0.0 0.0 0.0
H -3.20529 -2.66496 4.17734 0.0 0.0 0.0
H -5.41610 -1.64548 2.36485 0.0 0.0 0.0
H -5.15873 -3.35244 2.69430 0.0 0.0 0.0
H -5.27112 -2.78605 1.03021 0.0 0.0 0.0
H -4.93116 -0.54666 0.05234 0.0 0.0 0.0
H -2.67070 1.39943 -0.68196 0.0 0.0 0.0
H -4.35866 1.57422 -1.15737 0.0 0.0 0.0
H -3.38752 0.21812 -1.75863 0.0 0.0 0.0
H -3.48051 1.50909 1.80925 0.0 0.0 0.0
H -4.74784 0.40801 2.35747 0.0 0.0 0.0
H -5.12216 1.68301 1.19911 0.0 0.0 0.0
C 0.90329 -0.21225 4.30256 0.0 0.0 0.0
C 1.34825 -1.30112 3.32318 0.1 0.0 0.0
C 2.77579 -1.04247 2.84292 0.0 0.0 0.1
O 0.48448 -1.45077 2.23365 -0.2 -0.1 0.0
H 1.50832 -0.22519 5.21092 0.0 0.0 0.0
H -0.13977 -0.35879 4.58692 0.0 0.0 0.0
H 1.00147 0.78239 3.85816 0.0 0.0 0.0
H 1.34728 -2.25497 3.87568 0.0 0.0 0.0
H 2.82269 -0.09402 2.29737 0.0 0.0 0.0
H 3.09714 -1.83717 2.16920 0.0 0.0 0.0
H 3.47874 -0.98950 3.67750 0.0 0.0 0.0
C 2.55605 2.91441 -0.31175 0.0 -0.1 0.0
N 1.98422 4.16066 0.14963 0.0 0.0 0.0
C 2.88835 5.26666 0.35122 0.0 0.0 0.0
C 0.65481 4.28926 0.35010 0.0 0.0 0.0
O -0.17321 3.41274 0.19583 0.0 0.0 0.0
H 3.03154 3.04439 -1.28755 0.0 0.0 0.0
H 1.76777 2.17235 -0.40367 0.0 0.0 0.0
H 3.30873 2.55866 0.39550 0.0 0.0 0.0
H 3.39771 5.52874 -0.57956 0.0 0.0 0.0
H 3.64485 5.01593 1.09884 0.0 0.0 0.0
H 2.33359 6.13607 0.69878 0.0 0.0 0.0
H 0.38042 5.30406 0.68490 0.0 0.0 0.0
```
Forces are in eV/Å.

The energy is -64962.2999 eV. The HOMO-LUMO gap comes out at 0.272 Ha. The charge is 0.

Here are the Löwdin charges for atoms 1 to 8, given in e: atom 1 (Pb): 1.2245, atom 2 (C): -0.1220, atom 3 (C): -0.5817, atom 4 (C): -0.1300, atom 5 (P): 1.1275, atom 6 (C): -0.5473, atom 7 (C): -0.1149, atom 8 (C): -0.1348